(A)
Density functional theory data (wB97M-V/def2-TZVPD) for a gas-phase ion, C4H10N3O (charge +1).

Calculated values
SMILES   CC1(C)ON=CN1[NH3+]
HOMO energy   -13.77 eV
Net charge   +1
Orbital gap   9.54 eV

Last columns: bonded neighbours and bond lengths (Å).
Positions of all 18 atoms, in Å:
1 C 0.46 0.04 -0.45  C2 1.532, O8 1.420, N9 1.478, C16 1.600
2 C 1.80 -0.67 -0.25  C1 1.532, H6 1.155, H7 1.051, H17 1.047
3 H 1.43 2.07 -0.75  C16 1.081
4 H -2.36 -1.73 -0.35  C5 1.109
5 C -1.47 -1.15 -0.68  H4 1.109, N9 1.403, N14 1.247
6 H 1.78 -1.69 -0.79  C2 1.155
7 H 2.58 -0.23 -0.80  C2 1.051
8 O -0.05 0.00 -1.77  C1 1.420, N14 1.367
9 N -0.57 -0.71 0.30  C1 1.478, C5 1.403, N12 1.509
10 H 0.87 1.84 0.88  C16 1.078
11 H -1.88 0.76 1.07  N12 1.053
12 N -1.30 -0.03 1.44  N9 1.509, H11 1.053, H15 0.980, H18 1.000
13 H -0.25 2.13 -0.44  C16 1.100
14 N -1.21 -0.72 -1.82  C5 1.247, O8 1.367
15 H -2.02 -0.66 1.65  N12 0.980
16 C 0.66 1.60 -0.15  C1 1.600, H3 1.081, H10 1.078, H13 1.100
17 H 2.17 -0.78 0.73  C2 1.047
18 H -0.62 -0.05 2.17  N12 1.000

(B)
Density functional theory data (wB97M-V/def2-TZVPD) for a gas-phase ion, C4H10N3O (charge +1).

Calculated values
HOMO energy (alpha / beta)   -12.03 / -12.03 eV
Net charge   +1
Orbital gap (alpha / beta)   7.45 / 7.46 eV

Last columns: bonded neighbours and bond lengths (Å).
Positions of all 18 atoms, in Å:
1 H 0.48 0.06 1.53  C9 1.072
2 C -0.15 -1.49 0.15  C5 1.617, C9 1.542, H11 1.025, H15 1.117
3 H 0.97 0.16 -2.68  N7 0.998
4 H -1.58 1.40 2.97  N13 1.031
5 C -0.17 -1.08 -1.41  C2 1.617, N7 1.479, H14 1.051, H16 1.089
6 C 1.36 0.68 -0.75  N7 1.303, N18 1.306
7 N 0.82 -0.02 -1.71  H3 0.998, C5 1.479, C6 1.303
8 H 2.49 2.22 -1.64  N18 1.032
9 C -0.44 -0.39 1.19  H1 1.072, C2 1.542, O10 1.296
10 O -1.66 -0.07 1.47  C9 1.296, N13 1.306
11 H 0.77 -1.88 0.40  C2 1.025
12 H 2.49 1.92 0.02  N18 0.944
13 N -2.11 0.72 2.41  H4 1.031, O10 1.306, H17 1.022
14 H -0.16 -1.92 -2.04  C5 1.051
15 H -0.91 -2.32 0.19  C2 1.117
16 H -1.20 -0.73 -1.52  C5 1.089
17 H -3.09 0.97 2.24  N13 1.022
18 N 2.07 1.77 -0.81  C6 1.306, H8 1.032, H12 0.944

(C)
Density functional theory data (wB97M-V/def2-TZVPD) for a gas-phase ion, C4H10N3O (charge +1).

Calculated values
HOMO energy (alpha / beta)   -12.88 / -13.01 eV
Net charge   +1
Orbital gap (alpha / beta)   7.83 / 7.90 eV

Last columns: bonded neighbours and bond lengths (Å).
Positions of all 18 atoms, in Å:
1 H -0.06 -1.70 -0.27  N12 1.035
2 H 1.04 0.83 -1.25  C9 1.119
3 H 2.70 -1.03 -0.63  C11 0.998
4 H 2.03 -2.66 -0.43  C11 1.148
5 C -1.04 0.64 -0.80  O8 1.492, C9 1.488, H14 1.107, H17 1.109
6 N -1.59 1.58 2.60  C15 1.361, H16 1.069, H18 0.987
7 H 0.36 -0.38 -2.30  C9 1.141
8 O -0.80 0.75 0.67  C5 1.492, C15 1.329
9 C 0.25 0.04 -1.25  H2 1.119, C5 1.488, H7 1.141, N12 1.513
10 H 1.65 -1.58 -1.88  C11 1.102
11 C 1.88 -1.58 -0.80  H3 0.998, H4 1.148, H10 1.102, N12 1.485
12 N 0.67 -0.97 -0.21  H1 1.035, C9 1.513, C11 1.485, N13 1.388
13 N 0.75 -0.26 0.98  N12 1.388
14 H -1.40 1.65 -1.08  C5 1.107
15 C -1.34 1.80 1.28  N6 1.361, O8 1.329
16 H -1.42 0.68 3.16  N6 1.069
17 H -1.84 -0.09 -1.03  C5 1.109
18 H -1.83 2.28 3.25  N6 0.987

Ordering by calculated energy gives the sequence (A), (B), (C), with the first entry being the most stable.

(A)
Density functional theory data (wB97M-V/def2-TZVPD) for a gas-phase ion, C5H14N3 (charge +1).

Calculated values
SMILES   [H]/N=C\NCC[C@H](C)[NH3+]
HOMO energy   -12.41 eV
Net charge   +1
Orbital gap   8.71 eV

Last columns: bonded neighbours and bond lengths (Å).
Positions of all 22 atoms, in Å:
1 H 0.56 2.01 -2.71  N16 1.020
2 H 0.60 -1.82 0.45  C18 1.091
3 C -0.17 -0.88 2.80  N4 1.248, N10 1.416, H12 1.092
4 N -0.84 -0.78 3.84  C3 1.248, H14 1.016
5 H 1.12 -0.21 -2.18  C22 1.090
6 H 1.03 1.39 0.40  C11 1.084
7 H -1.34 0.13 1.54  N10 1.015
8 C -0.59 -0.63 -0.94  H9 1.090, C18 1.524, H19 1.090, C22 1.530
9 H -1.55 -0.11 -0.87  C8 1.090
10 N -0.45 -0.35 1.52  C3 1.416, H7 1.015, C18 1.454
11 C 1.50 0.94 -0.47  H6 1.084, H13 1.088, H20 1.098, C22 1.521
12 H 0.79 -1.41 2.82  C3 1.092
13 H 2.24 0.21 -0.14  C11 1.088
14 H -1.73 -0.29 3.77  N4 1.016
15 H -1.09 -2.10 0.50  C18 1.099
16 N -0.14 1.45 -2.23  H1 1.020, H17 1.019, H21 1.024, C22 1.529
17 H -0.84 1.04 -2.85  N16 1.019
18 C -0.35 -1.29 0.41  H2 1.091, C8 1.524, N10 1.454, H15 1.099
19 H -0.74 -1.40 -1.69  C8 1.090
20 H 2.10 1.71 -0.97  C11 1.098
21 H -0.59 2.09 -1.57  N16 1.024
22 C 0.51 0.31 -1.44  H5 1.090, C8 1.530, C11 1.521, N16 1.529

(B)
Density functional theory data (wB97M-V/def2-TZVPD) for 2 unconnected molecules or ions with the total composition C5H14N3.

Calculated values
HOMO energy   -11.40 eV
Net charge   +1
Orbital gap   8.00 eV

Last columns: bonded neighbours and bond lengths (Å).
Positions of all 22 atoms, in Å:
1 H -2.26 -0.15 -0.46  N19 1.014
2 H -0.78 0.41 1.59  C16 1.068
3 H -0.44 -3.17 -1.25  N6 1.012
4 H 2.17 0.51 0.02  C20 1.093
5 H 0.38 3.07 0.96  N7 1.018
6 N -0.60 -2.69 -0.37  H3 1.012, C17 1.410, H18 1.010
7 N 0.38 2.21 1.50  H5 1.018, H10 1.026, H14 1.024, C16 1.478
8 H -0.99 2.47 -0.71  C22 1.087
9 H -2.34 0.94 -1.72  N19 1.007
10 H 1.31 1.79 1.43  N7 1.026
11 H 3.24 -0.88 0.07  C20 1.091
12 H 1.24 -1.57 -1.92  C13 1.083
13 C 1.33 -1.29 -0.88  H12 1.083, C17 1.322, C20 1.505
14 H 0.23 2.48 2.48  N7 1.024
15 H 2.95 -0.01 -1.43  C20 1.086
16 C -0.67 1.30 1.00  H2 1.068, N7 1.478, C22 1.329
17 C 0.49 -1.86 -0.03  N6 1.410, C13 1.322, H21 1.081
18 H -0.75 -3.40 0.33  N6 1.010
19 N -2.24 0.82 -0.73  H1 1.014, H9 1.007, C22 1.359
20 C 2.48 -0.38 -0.53  H4 1.093, H11 1.091, C13 1.505, H15 1.086
21 H 0.56 -1.64 1.03  C17 1.081
22 C -1.26 1.57 -0.16  H8 1.087, C16 1.329, N19 1.359

(C)
Density functional theory data (wB97M-V/def2-TZVPD) for a gas-phase ion, C5H14N3 (charge +1).

Calculated values
SMILES   CNCCN(C)C=[NH2+]
HOMO energy   -13.57 eV
Net charge   +1
Orbital gap   11.01 eV

Last columns: bonded neighbours and bond lengths (Å).
Positions of all 22 atoms, in Å:
1 C -0.66 0.94 0.23  C7 1.583, H13 1.104, H17 1.084, N22 1.483
2 C 2.62 0.72 -0.23  H5 1.130, N15 1.417, H18 1.101, H21 1.032
3 N 0.29 -1.89 -0.07  C4 1.268, H6 1.042, H20 1.077
4 C 1.37 -1.26 -0.32  N3 1.268, H9 1.217, N15 1.267
5 H 2.28 1.75 -0.55  C2 1.130
6 H 0.18 -2.90 -0.29  N3 1.042
7 C 0.70 0.67 0.99  C1 1.583, H10 1.092, N15 1.403, H19 1.174
8 H -1.79 -0.22 1.40  N22 0.994
9 H 2.29 -1.69 -0.99  C4 1.217
10 H 1.23 1.58 1.30  C7 1.092
11 H -2.93 -1.28 -0.80  C12 1.072
12 C -2.80 -0.28 -0.45  H11 1.072, H14 1.063, H16 1.054, N22 1.521
13 H -0.34 1.14 -0.81  C1 1.104
14 H -3.67 -0.02 0.10  C12 1.063
15 N 1.48 -0.07 0.08  C2 1.417, C4 1.267, C7 1.403
16 H -2.68 0.50 -1.15  C12 1.054
17 H -0.90 1.98 0.46  C1 1.084
18 H 3.33 0.66 0.61  C2 1.101
19 H 0.58 -0.03 1.92  C7 1.174
20 H -0.57 -1.29 0.18  N3 1.077
21 H 2.99 0.37 -1.13  C2 1.032
22 N -1.56 -0.22 0.43  C1 1.483, H8 0.994, C12 1.521

Ordering by calculated energy gives the sequence (A), (B), (C), with the first entry being the most stable.